46
Properties=species:S:1:pos:R:3 method="wB97M-V/def2-TZVPD" e_lumo_ev="0.2740 / -0.0233" spin_multiplicity=2 homo_energy_ha="-0.1040 / -0.3371" energy_ev=-46218.899
N -0.0492 -1.3101 -0.4757
C -1.2737 -2.2411 -0.2725
C -1.1936 -3.4881 -1.1648
S -2.6014 -3.5322 -2.3201
S -2.5323 -2.1486 -3.7074
C -3.3045 -0.6575 -3.0123
C -2.3021 0.4994 -3.0390
H -0.3153 -0.3778 -0.1641
H 0.6340 -1.6607 0.2405
H 0.3590 -1.2796 -1.4078
H -2.1707 -1.6150 -0.2478
H -1.1153 -2.6228 0.7485
H -1.2020 -4.3697 -0.5076
H -0.2248 -3.6679 -1.5965
H -3.9553 -0.2857 -3.8533
H -3.8813 -0.8363 -2.1017
H -1.6849 0.6890 -3.9150
H -1.3881 0.1594 -2.4851
H -2.6771 1.4159 -2.5697
H 0.0953 2.8725 2.8101
H -0.9545 2.3070 3.7049
O -0.8060 3.0601 3.0957
H 1.3402 -1.7177 4.0833
H 2.1688 -0.4860 4.5702
O 1.6922 -0.8587 3.8132
H 0.3253 -0.0812 3.6262
H -0.3615 0.7769 2.5845
O -0.5122 0.4576 3.4836
H -1.0009 3.0261 0.9563
H -1.8687 1.6853 0.5399
O -1.0572 2.1881 0.4647
H 3.4812 2.3235 2.1813
H 2.2303 1.6181 2.7788
O 2.5119 2.3201 2.1892
H 1.9197 1.2576 0.6680
H 0.4031 1.3690 0.3916
O 1.0945 0.7321 0.7059
H 3.8663 0.2801 0.0366
H 4.6849 0.1078 1.1671
O 4.1373 0.8213 0.7997
H -0.0327 3.5998 -2.7000
H -0.9418 2.7566 -1.7463
O -0.4880 2.7657 -2.5930
H 3.2814 -1.2420 -2.0917
H 3.0215 -2.7371 -1.9410
O 2.6481 -1.8732 -1.7275



20
Properties=species:S:1:pos:R:3 method="wB97M-V/def2-TZVPD" e_lumo_ev=0.7573 spin_multiplicity=1 homo_energy_ha=-0.3606 energy_ev=-8932.026
C -1.3290 -0.4452 -2.4127
C -2.4307 -0.8154 -3.4520
H -0.5200 -1.0984 -2.5693
H -1.1867 0.6300 -2.4635
H -1.6050 -0.4648 -1.3239
H -2.2713 -0.1560 -4.2073
H -2.3172 -1.7894 -3.8615
H -3.3482 -1.1443 -3.0107
C 0.7311 0.2203 0.3839
C 1.0592 1.6876 -0.0612
C 0.7382 -0.0065 1.7979
O 0.5367 0.8361 2.6150
N 1.1451 -1.2311 2.1448
H -0.3851 -0.0646 0.1421
H 1.2084 -0.5032 -0.2214
H 0.5498 2.5242 0.4287
H 0.9296 -1.5026 3.1426
H 1.2055 -2.0698 1.5318
H 0.8002 1.8950 -1.1999
H 2.0177 1.8278 0.1430



84
Properties=species:S:1:pos:R:3 method="wB97M-V/def2-TZVPD" e_lumo_ev=0.6572 spin_multiplicity=1 homo_energy_ha=-0.3292 energy_ev=-37015.259
C -0.1778 4.9201 0.9736
C 1.3202 5.0728 1.2960
C 1.6007 6.2615 2.3147
O 1.8159 3.8510 1.9277
H -0.3618 3.9002 0.6360
H -0.3252 5.6612 0.1880
H -0.8558 5.1412 1.7980
H 1.8631 5.1412 0.3533
H 1.0239 6.0511 3.2153
H 1.4290 7.2517 1.8928
H 2.6770 6.3442 2.4664
H 2.7260 3.9704 2.2091
C -1.9554 1.6114 2.3912
C -1.3666 2.3732 3.6015
C -1.8281 1.6357 4.9225
O 0.0688 2.3190 3.7540
H -1.6758 0.5604 2.4640
H -1.4901 1.9372 1.4610
H -3.0289 1.7557 2.2693
H -1.8009 3.3659 3.4833
H -1.7887 0.5471 4.8847
H -2.8718 1.9068 5.0818
H -1.2879 1.9275 5.8231
H 0.5266 2.6623 2.9832
C -1.6222 1.8294 -3.6966
C -2.9328 1.6674 -2.9134
C -3.2013 0.1800 -2.6217
O -2.7416 2.4390 -1.7214
H -0.6826 1.5789 -3.2042
H -1.4597 2.9040 -3.7795
H -1.5714 1.3803 -4.6885
H -3.8093 2.0901 -3.4045
H -3.9534 0.0429 -1.8447
H -2.2992 -0.3546 -2.3240
H -3.5072 -0.2549 -3.5732
H -3.3147 2.1554 -1.0053
C 0.6189 -0.9424 -4.5801
C 2.1175 -1.3682 -4.4566
C 2.8563 -0.9984 -5.7165
O 2.7470 -0.4926 -3.4939
H 0.5076 0.1215 -4.7895
H 0.0368 -1.1014 -3.6723
H 0.0408 -1.5357 -5.2886
H 2.2750 -2.4420 -4.3555
H 3.9234 -1.1930 -5.6092
H 2.6038 0.0429 -5.9167
H 2.4696 -1.5631 -6.5648
H 3.6350 -0.2582 -3.7733
C 0.0110 -5.4299 -0.2032
C 0.6161 -5.3213 -1.5676
C 0.0083 -4.0444 -2.3698
O 1.9196 -5.0081 -1.2713
H -0.0228 -4.5448 0.4321
H 0.6024 -6.1360 0.3797
H -1.0040 -5.8215 -0.2705
H 0.4927 -6.2586 -2.1102
H 0.2121 -3.1529 -1.7766
H -1.0811 -4.0152 -2.3893
H 0.3317 -3.8025 -3.3822
H 2.3137 -4.6912 -2.0873
C -1.3737 -2.4250 3.2713
C -0.2740 -2.0926 4.1908
C 0.0763 -3.3320 5.0487
O 0.9281 -1.9159 3.3944
H -1.1608 -3.3155 2.6799
H -1.3277 -1.6221 2.5355
H -2.3607 -2.5207 3.7240
H -0.4275 -1.1639 4.7403
H 0.8114 -3.0384 5.7981
H 0.5385 -4.1129 4.4447
H -0.7899 -3.7266 5.5797
H 1.6850 -1.8740 3.9834
C 0.0742 -0.9568 0.3586
C 1.0260 -0.1481 -0.5685
C 1.5637 1.1763 0.0268
O 2.0462 -1.0229 -0.8443
H 0.3160 -2.0189 0.3190
H -0.9355 -0.7872 -0.0153
H 0.1738 -0.5494 1.3647
H 0.5902 -0.0148 -1.5586
H 0.7362 1.7135 0.4902
H 2.0515 1.7422 -0.7668
H 2.3408 1.0630 0.7827
H 2.3196 -0.9269 -1.7596